[1]
{"formula": "C37H80N4O5", "method": "the ωB97M-V functional and the def2-TZVPD basis", "smiles": "CC1(C)CCCC(C)(C)N1O.CC1(C)CCCC(C)(C)N1O.CC1(C)CCCC(C)(C)N1O.CC1(C)CCCC(C)(C)N1O.CO", "e_above_lowest_kcal_mol": 75.1, "gap_ha": 0.3107, "charge": 0, "largest_force_ev_per_a": 3.1, "spin_multiplicity": 1, "total_energy_ha": -2052.628241, "e_lumo_ev": 0.5, "elements": ["C", "C", "C", "C", "C", "C", "C", "C", "C", "N", "O", "H", "H", "H", "H", "H", "H", "H", "H", "H", "H", "H", "H", "H", "H", "H", "H", "H", "H", "H", "C", "C", "C", "C", "C", "C", "C", "C", "C", "N", "O", "H", "H", "H", "H", "H", "H", "H", "H", "H", "H", "H", "H", "H", "H", "H", "H", "H", "H", "H", "C", "C", "C", "C", "C", "C", "C", "C", "C", "N", "O", "H", "H", "H", "H", "H", "H", "H", "H", "H", "H", "H", "H", "H", "H", "H", "H", "H", "H", "H", "C", "C", "C", "C", "C", "C", "C", "C", "C", "N", "O", "H", "H", "H", "H", "H", "H", "H", "H", "H", "H", "H", "H", "H", "H", "H", "H", "H", "H", "H", "C", "O", "H", "H", "H", "H"], "positions_angstrom": [[-0.224, 13.201, -1.648], [-0.424, 11.831, -2.384], [-1.873, 11.323, -1.994], [-0.277, 11.884, -3.988], [1.163, 11.843, -4.529], [1.844, 10.682, -3.782], [1.810, 10.619, -2.239], [2.182, 9.216, -1.699], [2.931, 11.607, -1.814], [0.464, 10.806, -1.750], [0.457, 10.810, -0.339], [-0.802, 13.934, -2.211], [-0.455, 13.246, -0.584], [0.708, 13.764, -1.697], [-1.992, 11.174, -0.921], [-2.538, 12.143, -2.263], [-2.085, 10.378, -2.495], [-0.915, 11.109, -4.413], [-0.667, 12.890, -4.142], [1.203, 11.577, -5.585], [1.723, 12.769, -4.399], [2.920, 10.560, -3.913], [1.303, 9.760, -3.990], [1.885, 8.470, -2.435], [1.832, 8.923, -0.709], [3.262, 9.096, -1.785], [3.949, 11.259, -1.993], [2.951, 11.633, -0.725], [2.846, 12.623, -2.198], [0.291, 9.912, -0.042], [-7.373, 6.763, -10.337], [-6.895, 8.192, -10.217], [-7.923, 8.913, -9.286], [-5.453, 8.292, -9.666], [-4.640, 9.581, -9.940], [-4.546, 9.904, -11.388], [-5.966, 10.043, -11.990], [-6.534, 11.430, -11.593], [-5.728, 9.959, -13.475], [-6.819, 8.921, -11.573], [-8.125, 8.848, -12.203], [-6.866, 5.999, -9.748], [-8.443, 6.835, -10.141], [-7.353, 6.386, -11.360], [-7.996, 8.306, -8.383], [-7.700, 9.951, -9.036], [-8.922, 8.964, -9.718], [-5.565, 8.456, -8.594], [-4.871, 7.377, -9.775], [-5.070, 10.454, -9.449], [-3.650, 9.461, -9.501], [-3.979, 9.121, -11.892], [-3.971, 10.827, -11.461], [-5.813, 12.207, -11.847], [-6.669, 11.543, -10.518], [-7.367, 11.607, -12.274], [-5.336, 8.980, -13.753], [-5.061, 10.741, -13.837], [-6.659, 9.966, -14.042], [-8.654, 9.483, -11.714], [6.485, 12.671, -11.168], [5.201, 12.259, -10.383], [4.405, 11.285, -11.309], [5.692, 11.546, -9.073], [4.581, 11.403, -7.989], [3.828, 12.689, -7.765], [3.249, 13.386, -9.050], [2.027, 12.511, -9.422], [2.709, 14.779, -8.644], [4.340, 13.483, -10.084], [4.007, 14.219, -11.224], [6.520, 13.708, -11.501], [7.400, 12.450, -10.619], [6.700, 12.088, -12.064], [3.706, 11.646, -12.064], [5.070, 10.644, -11.888], [3.894, 10.580, -10.653], [6.011, 10.535, -9.326], [6.470, 12.094, -8.542], [3.909, 10.559, -8.147], [5.197, 11.237, -7.106], [4.634, 13.355, -7.456], [3.157, 12.737, -6.908], [2.405, 11.701, -10.045], [1.320, 12.991, -10.099], [1.385, 12.033, -8.682], [2.101, 14.756, -7.740], [2.135, 15.247, -9.444], [3.477, 15.519, -8.420], [4.721, 14.832, -11.414], [-3.495, 15.882, -7.657], [-3.319, 17.163, -8.520], [-4.615, 17.950, -8.686], [-2.320, 18.209, -7.865], [-0.868, 17.765, -7.917], [-0.542, 17.386, -9.366], [-1.465, 16.436, -10.164], [-1.238, 16.613, -11.698], [-0.953, 15.017, -9.843], [-2.868, 16.850, -9.917], [-3.784, 15.913, -10.514], [-2.621, 15.260, -7.854], [-3.546, 16.057, -6.582], [-4.375, 15.297, -7.925], [-4.551, 18.999, -8.977], [-5.269, 17.442, -9.394], [-5.157, 17.958, -7.740], [-2.375, 19.200, -8.316], [-2.624, 18.523, -6.866], [-0.238, 18.603, -7.618], [-0.599, 17.011, -7.177], [0.458, 16.953, -9.327], [-0.048, 18.153, -9.962], [-1.224, 17.692, -11.850], [-2.007, 16.205, -12.355], [-0.277, 16.275, -12.087], [-1.736, 14.323, -10.150], [-0.931, 14.716, -8.795], [-0.048, 14.632, -10.313], [-4.128, 16.349, -11.297], [-1.878, 11.663, -7.638], [-2.877, 12.580, -7.939], [-2.203, 10.664, -7.346], [-1.148, 11.537, -8.438], [-1.298, 11.961, -6.765], [-2.536, 13.472, -8.039]], "forces_ev_per_a": [[-0.09, 1.00, -1.27], [0.24, -0.85, 2.22], [0.95, 1.07, -0.58], [0.36, 1.12, 2.04], [0.28, -1.25, 1.32], [-0.27, -1.30, 0.94], [0.87, 0.74, 0.42], [1.14, -0.32, -1.79], [-0.28, 0.13, 1.71], [-0.19, -0.44, -1.60], [-0.18, 1.31, 0.25], [-0.89, 0.05, 0.34], [-0.48, -0.52, -0.21], [0.89, -0.95, -0.29], [0.36, 0.07, -0.02], [-0.48, -0.34, -0.25], [-0.14, 0.20, -0.17], [0.09, 0.12, -0.06], [-0.52, -0.18, -0.68], [-0.23, 0.21, -0.11], [-0.23, 0.16, 0.13], [-0.11, -0.08, -1.03], [0.14, -0.17, -0.99], [-0.71, -0.16, 0.13], [0.18, 0.36, -0.21], [0.26, 0.08, 0.63], [-0.16, -0.32, -0.73], [-0.30, 0.48, 0.25], [-0.20, -0.06, -0.05], [-0.29, -0.14, -0.38], [-0.89, -0.21, -1.27], [1.11, 2.70, -1.06], [0.46, -0.05, -0.10], [-0.20, 1.14, 1.64], [-0.19, -0.60, -0.02], [-0.20, -0.44, 0.28], [0.68, 0.52, 0.66], [0.72, -0.27, -0.83], [-0.89, -0.47, -1.09], [-0.68, -2.41, 0.41], [1.44, 0.43, 0.21], [-0.06, 0.43, 0.46], [-0.01, -0.75, 0.36], [0.38, 0.25, -0.18], [-0.08, 0.22, 0.19], [0.51, -0.06, 0.12], [-0.04, -0.37, -0.20], [-0.22, -0.89, 0.45], [-0.03, 0.09, -0.48], [-0.25, -0.15, 0.35], [0.07, -0.07, 0.06], [-0.10, -0.10, -0.22], [-0.23, 0.18, -0.53], [0.20, -0.01, -0.16], [-0.69, -0.15, -0.17], [-0.60, 0.21, 0.70], [0.41, 0.01, 0.30], [-0.04, 0.04, 0.08], [-0.19, 0.51, 0.02], [-0.35, 0.30, 0.07], [0.47, 0.11, -0.08], [-0.38, 0.45, -1.39], [0.43, -1.29, 0.69], [-2.28, 0.46, -0.01], [0.30, -0.35, -0.24], [1.66, 1.84, -0.81], [-0.90, -0.50, 1.05], [-0.02, -0.51, -2.07], [0.64, 0.41, -0.40], [1.41, -0.49, 2.32], [-1.14, -0.71, -0.55], [-0.07, 0.06, 0.27], [-0.09, 0.44, 0.56], [-0.74, -0.12, -0.20], [0.03, 0.76, 0.46], [0.38, 0.03, 0.11], [-0.39, -0.06, -0.15], [0.38, 0.15, -0.15], [0.29, 0.15, -0.66], [0.11, -0.17, -0.11], [-0.52, -0.49, 0.40], [0.16, 0.51, 0.17], [-0.47, -0.46, -0.38], [-0.15, -0.19, 0.23], [0.09, 0.45, -0.04], [0.50, 0.38, 0.73], [-0.24, -0.45, -0.10], [-0.18, -0.28, -0.06], [0.50, -0.25, -0.01], [0.23, 0.06, 0.50], [0.28, 0.27, -0.44], [0.26, 1.26, 0.04], [-1.12, -0.58, 0.39], [0.06, -0.48, -0.03], [-0.36, 0.56, -0.48], [2.16, -0.17, -0.15], [1.32, -0.02, -0.48], [0.14, 1.22, 0.28], [-2.27, -1.63, 0.54], [0.44, 0.00, 0.25], [0.52, -0.22, 0.71], [-0.02, 0.07, 0.25], [0.05, 0.31, -0.04], [-0.01, 0.15, -0.23], [0.59, -0.14, -0.21], [-0.04, 0.01, 0.01], [-0.04, -0.07, 0.19], [-0.15, -0.26, -0.98], [-0.29, -0.86, 0.42], [0.09, 0.16, -0.16], [-0.34, -0.53, -0.24], [-0.01, -1.43, 0.40], [-1.61, 1.40, -0.26], [-0.21, 0.14, -0.27], [-0.11, -0.25, 0.40], [0.10, -0.33, 0.43], [-0.19, -0.23, -0.64], [0.61, 0.69, 0.43], [0.06, 0.84, -0.11], [0.08, 0.31, -0.01], [1.62, -0.09, 0.60], [-1.18, -0.35, -0.12], [-0.89, 0.16, -0.40], [-0.02, -0.03, -0.36], [0.17, 0.34, 0.22], [0.24, -0.21, 0.01]]}

---

[2]
{"formula": "C2H7N4O", "method": "the ωB97M-V functional and the def2-TZVPD basis", "smiles": "[H]/N=N/CC(=[NH2+])NO", "e_above_lowest_kcal_mol": 100.3, "gap_ha": 0.3659, "charge": 1, "largest_force_ev_per_a": 3.1, "spin_multiplicity": 1, "total_energy_ha": -374.289754, "e_lumo_ev": -4.2, "elements": ["H", "N", "N", "C", "C", "N", "N", "O", "H", "H", "H", "H", "H", "H"], "positions_angstrom": [[-2.961, 0.741, 1.069], [-2.231, 0.318, 0.514], [-1.429, 1.187, 0.181], [-0.237, 0.779, -0.687], [0.788, -0.085, 0.014], [2.031, 0.283, 0.337], [0.421, -1.308, 0.171], [-0.751, -1.730, -0.303], [0.015, 1.759, -0.986], [-0.656, 0.027, -1.387], [2.468, 1.231, 0.229], [2.895, -0.309, 0.333], [1.023, -1.957, 0.634], [-1.375, -0.938, -0.120]], "forces_ev_per_a": [[-0.57, 0.22, 0.29], [1.57, -0.32, -1.01], [-0.01, 0.45, 0.77], [-1.77, -1.26, 1.39], [1.05, 1.45, -0.56], [2.83, 1.33, -0.22], [0.80, 0.37, 0.50], [-1.48, 0.01, -0.11], [1.21, 0.42, -1.05], [0.49, 1.21, -0.80], [-1.86, -0.84, 0.03], [-1.83, -0.30, 0.22], [0.02, -0.85, 0.12], [-0.44, -1.89, 0.43]]}

---

[3]
{"formula": "C4H16BaO4", "method": "the ωB97M-V functional and the def2-TZVPD basis", "e_above_lowest_kcal_mol": 1.0, "gap_ha": 0.3859, "charge": 2, "largest_force_ev_per_a": 2.4, "spin_multiplicity": 1, "total_energy_ha": -487.906661, "e_lumo_ev": -7.1, "elements": ["Ba", "C", "O", "H", "H", "H", "H", "C", "O", "H", "H", "H", "H", "C", "O", "H", "H", "H", "H", "C", "O", "H", "H", "H", "H"], "positions_angstrom": [[0.947, -0.096, 0.474], [-1.623, 2.860, 0.221], [-0.444, 2.318, 0.776], [-2.233, 2.092, -0.253], [-2.191, 3.497, 0.899], [-1.301, 3.363, -0.691], [-0.003, 3.087, 1.144], [2.673, -1.926, -2.303], [2.358, -1.985, -0.933], [3.613, -1.406, -2.488], [2.662, -2.883, -2.823], [1.905, -1.285, -2.736], [3.030, -2.551, -0.546], [-1.047, -0.435, -2.808], [-1.060, -0.618, -1.395], [-1.431, -1.403, -3.129], [-1.787, 0.334, -3.031], [-0.083, -0.136, -3.221], [-1.884, -1.058, -1.174], [-0.273, -0.554, 4.263], [-0.349, 0.095, 3.000], [-0.300, -1.637, 4.145], [0.742, -0.335, 4.592], [-0.893, -0.111, 5.042], [-1.030, 0.772, 2.976]], "forces_ev_per_a": [[-0.74, 0.03, 0.11], [-0.75, 0.24, -2.28], [0.77, -0.78, 0.89], [-0.17, -0.43, 0.86], [0.13, -0.17, -0.05], [-0.23, 0.92, 0.22], [0.44, 0.02, 0.27], [-0.22, 1.04, -1.69], [0.11, -0.14, 1.20], [0.19, -0.22, 0.15], [-0.05, -0.07, 0.33], [-0.07, -0.18, -0.29], [0.04, -0.27, 0.45], [-1.57, -0.38, -0.40], [1.30, 0.55, 1.81], [0.50, 0.26, -1.19], [0.15, 0.04, -0.37], [0.01, -0.34, 0.35], [-0.13, -0.04, 0.07], [1.77, 0.09, 0.90], [-0.21, 0.19, -1.57], [-0.74, 0.14, 0.11], [0.11, -0.15, 0.35], [-0.49, -0.39, -0.42], [-0.16, 0.03, 0.19]]}